The following is a DFT calculation (ωB97M-V/def2-TZVPD) of a molecular structure, C24H38N4OP2Sn.

```
70
Properties=species:S:1:pos:R:3:lowdin_charge:R:1
Sn 0.8331 0.4881 -0.2708 0.6873
C 4.1319 -0.0933 2.0266 -0.2145
P 2.4148 -0.3693 1.4556 0.9259
C 1.6015 -0.6572 3.0898 -0.3284
C 2.5540 -2.1054 0.8228 -0.3739
C 1.2138 -2.7490 0.4288 -0.3707
P 0.2604 -1.8025 -0.8529 0.8582
C -1.0868 -3.0002 -1.1963 -0.2344
C 1.3041 -2.0841 -2.3300 -0.2226
H 4.4686 -0.8923 2.6921 0.0503
H 4.2046 0.8536 2.5667 0.0570
H 4.8132 -0.0487 1.1744 0.0421
H 2.1000 -1.4532 3.6659 0.0713
H 0.4799 -0.9463 2.9114 -0.0519
H 1.6224 0.2545 3.6954 0.0845
H 3.0319 -2.7275 1.5883 0.0853
H 3.2281 -2.1008 -0.0402 0.0815
H 0.5789 -2.8599 1.3170 0.0757
H 1.4061 -3.7609 0.0563 0.0897
H -0.6939 -3.9939 -1.4252 0.0532
H -1.6837 -2.6652 -2.0482 0.0628
H -1.7510 -3.0872 -0.3326 0.0323
H 1.5561 -3.1424 -2.4495 0.0592
H 2.2315 -1.5183 -2.2613 0.0172
H 0.7801 -1.7543 -3.2308 0.0717
C -4.4894 2.1474 -1.6603 -0.1327
C -3.7872 2.2707 -2.8634 -0.1034
C -2.4314 1.9556 -2.9276 -0.0117
C -1.7468 1.5053 -1.7734 -0.2520
C -2.4683 1.3864 -0.5679 -0.2469
C -3.8314 1.7065 -0.5139 -0.0934
N -0.4318 1.1831 -1.7778 -0.1733
N 0.2961 1.2921 -2.9217 -0.0171
C 1.6717 0.9551 -2.9363 -0.2982
C 2.4787 1.0636 -4.1574 -0.0643
C 3.7929 0.7251 -4.1206 -0.1147
C 4.4078 0.2542 -2.8770 -0.1351
C 3.6653 0.1526 -1.7471 -0.2196
C 2.3214 0.4848 -1.7262 -0.3180
H -5.5425 2.3944 -1.6176 0.0807
H -4.3009 2.6140 -3.7524 0.0937
H -1.9180 2.0614 -3.8719 0.0889
H -1.9684 1.0443 0.3482 -0.0176
H -4.3753 1.6140 0.4139 0.0717
H 2.0299 1.4103 -5.0813 0.0911
H 4.3961 0.8023 -5.0187 0.0841
H 5.4593 -0.0135 -2.8607 0.0726
H 4.1050 -0.1939 -0.8191 0.0541
C -1.4518 -0.0578 3.4839 0.0010
C -0.3301 -0.0513 2.4135 -0.3003
N -0.7464 0.5181 1.1338 -0.1921
C -1.2093 1.9330 1.4034 -0.1560
C -2.3693 1.9851 2.4271 -0.0085
N -2.7023 0.5531 2.8663 -0.0452
C -3.1113 -0.2939 1.6392 -0.0027
C -1.9438 -0.2967 0.6345 -0.2386
H -1.1941 0.5500 4.3547 0.1452
H -1.7142 -1.0699 3.8012 0.1442
H 0.0452 -1.1369 2.2354 0.1110
H 0.5144 0.5014 2.7811 0.0612
H -1.5220 2.4074 0.4774 0.1154
H -0.3638 2.5317 1.7616 0.1276
H -3.2797 2.4067 1.9957 0.1277
H -2.0943 2.5353 3.3296 0.1357
H -3.4654 0.5654 3.5472 0.1863
H -4.0094 0.1584 1.2209 0.1103
H -3.3371 -1.2957 2.0112 0.1376
H -2.2869 0.1008 -0.3589 0.0664
H -1.6211 -1.3278 0.4420 0.0541
O 1.2605 2.1833 0.1761 -0.6280
```

Properties
E_tot in hartree: -2127.7157
F_max in eV Å⁻¹: 9.919
Energy above the lowest of the compared OMol25 structures with the same formula, charge and spin in eV: 19.4555
LUMO level in eV: -1.13
Charge: 0